# C15H14IN3O7SSeV

A molecular structure, C15H14IN3O7SSeV (ωB97M-V/def2-TZVPD, the OMol25 dataset).

Geometry as ORCA input:
```
! wB97M-V def2-TZVPD RIJCOSX def2/J DEFGRID3
* xyz 0 2
V 0.2820 -0.4286 0.0167
C -0.3586 -1.8616 4.0840
C -1.7289 -1.7228 4.2247
C -2.4720 -1.2037 3.1785
C -1.8310 -0.8166 2.0152
N -0.4902 -0.9272 1.9024
C 0.2250 -1.4649 2.9006
C -2.5017 -0.2662 0.8191
C -3.8812 -0.1275 0.7237
C -4.4437 0.4166 -0.4189
C -3.6246 0.8491 -1.4529
C -2.2469 0.6967 -1.3617
C -1.6652 0.1177 -0.2375
H 0.2553 -2.2725 4.8717
H -2.2207 -2.0311 5.1385
H -3.5431 -1.1012 3.2634
H 1.2836 -1.5909 2.7299
H -4.5272 -0.4395 1.5340
H -5.5190 0.5056 -0.5011
H -4.0592 1.2969 -2.3377
H -1.6381 1.0316 -2.1900
I 1.1866 -0.7090 -6.2202
C 0.9872 -0.0145 -4.2960
C 1.1578 1.2772 -3.8573
N 0.9285 1.2641 -2.5345
N 0.6249 0.0369 -2.0927
C 0.6539 -0.7580 -3.1539
H 1.4150 2.1740 -4.3945
H 0.9671 2.0235 -1.8689
H 0.4670 -1.8175 -3.0689
C 3.4505 1.5771 -0.0147
S 2.1542 1.4953 1.1652
O 2.3431 0.3375 1.9946
O 2.0230 2.7685 1.7943
O 0.8819 1.2278 0.2870
H 4.3629 1.7094 0.5639
H 3.2805 2.4376 -0.6583
H 3.4824 0.6362 -0.5612
O 1.6925 -3.7001 -1.7492
Se 1.6468 -2.7661 -0.4481
O 2.4797 -1.3567 -0.5663
O 0.0105 -2.0149 -0.4599
O 1.7143 -3.4649 0.9966
*
```

The calculation puts the HOMO energy (spin up / spin down) at -9.23 / -9.24 eV. The gap between HOMO and LUMO (spin up / spin down) is 7.89 / 8.33 eV. The calculation puts the lowest unoccupied orbital energy (spin up / spin down) at -1.3 / -0.9 eV.

Here are the Löwdin charges for atoms 1 to 4, given in e: 0.964 -0.023 -0.032 0.008

=====

# C40H50N9O5P2Se2Tc

A molecular structure, C40H50N9O5P2Se2Tc (ωB97M-V/def2-TZVPD, the OMol25 dataset).

Geometry as ORCA input:
```
! wB97M-V def2-TZVPD RIJCOSX def2/J DEFGRID3
* xyz 3 4
Tc -0.4278 -0.0115 0.3401
C 2.9415 2.6547 -3.2133
N 2.5304 1.5069 -2.4070
C 3.4290 0.3520 -2.3855
C 1.3469 1.4294 -1.8465
O 0.9374 0.3723 -1.2957
C 0.4456 2.6492 -1.8937
O -0.8020 2.2919 -1.3355
C -1.3839 3.2169 -0.4510
C -1.0099 2.9243 0.9939
O -0.4524 1.8406 1.3401
N -1.2836 3.8470 1.8901
C -1.9422 5.1076 1.5446
C -0.9369 3.6296 3.2958
H 4.0196 2.6272 -3.3340
H 2.6780 3.5984 -2.7395
H 2.4881 2.6175 -4.2059
H 4.4506 0.6964 -2.2475
H 3.3664 -0.1983 -3.3262
H 3.1623 -0.2976 -1.5596
H 0.2918 2.9450 -2.9354
H 0.9160 3.4790 -1.3585
H -2.4668 3.1105 -0.5460
H -1.1038 4.2395 -0.7088
H -2.7991 4.9496 0.8925
H -1.2484 5.7973 1.0603
H -2.2991 5.5766 2.4560
H -0.0948 2.9469 3.3617
H -1.7867 3.2092 3.8364
H -0.6636 4.5799 3.7469
Se 3.1495 -2.1404 5.6198
P 4.0569 -0.7674 4.2383
C 5.4914 -1.5525 3.4635
C 6.8142 -1.1543 3.6118
C 7.8328 -1.9669 3.1333
C 7.5368 -3.1628 2.5015
C 6.2127 -3.5410 2.3159
C 5.1925 -2.7475 2.8049
C 4.2774 0.8354 5.0591
C 3.0776 1.4786 5.3628
C 3.0779 2.6504 6.0954
C 4.2788 3.1926 6.5345
C 5.4707 2.5529 6.2400
C 5.4771 1.3699 5.5125
C 2.9094 -0.4634 2.8725
C 1.5842 -0.7771 2.6141
N 1.3423 -0.2834 1.3572
N 2.4485 0.3120 0.9022
N 3.3818 0.2022 1.7864
P 0.3249 -1.7633 3.4349
Se -1.4807 -1.3949 2.1974
C -0.1074 -1.0879 5.0495
C -0.3590 -1.8269 6.2001
C -0.7353 -1.1719 7.3610
C -0.8661 0.2085 7.3800
C -0.6648 0.9411 6.2177
C -0.2962 0.2954 5.0522
C 0.8921 -3.4759 3.2658
C 0.8319 -4.4621 4.2440
C 1.3852 -5.7080 3.9986
C 1.9928 -5.9833 2.7833
C 2.0211 -5.0131 1.7907
C 1.4722 -3.7658 2.0277
H 7.0731 -0.2217 4.0840
H 8.8632 -1.6679 3.2697
H 8.3365 -3.8077 2.1630
H 5.9781 -4.4684 1.8098
H 4.1605 -3.0620 2.7012
H 2.1432 1.0395 5.0443
H 2.1391 3.1316 6.3402
H 4.2839 4.1028 7.1190
H 6.4073 2.9665 6.5887
H 6.4208 0.8831 5.3329
H -0.2625 -2.8984 6.2199
H -0.9300 -1.7489 8.2544
H -1.1272 0.7137 8.3000
H -0.8017 2.0148 6.2216
H -0.1502 0.8569 4.1345
H 0.3837 -4.2804 5.2050
H 1.3489 -6.4617 4.7730
H 2.4485 -6.9492 2.6127
H 2.4842 -5.2207 0.8348
H 1.5173 -3.0047 1.2563
N -0.8696 -1.7361 -0.9738
C -2.0511 -1.4592 -1.8510
C -2.7016 -2.7795 -2.3271
C -3.3697 -2.7722 -3.7265
C -4.8679 -2.4623 -3.8747
N -5.7155 -3.5903 -3.4684
C -6.6024 -3.6654 -2.4785
N -6.7325 -2.7042 -1.5765
N -7.3674 -4.7574 -2.3809
C -2.9473 -0.4591 -1.0761
O -4.1473 -0.4086 -1.2291
O -2.2840 0.3226 -0.2915
H -0.0539 -1.9284 -1.5524
H -1.0614 -2.5754 -0.4302
H -1.6854 -0.9018 -2.7180
H -3.3932 -3.1616 -1.5705
H -1.8737 -3.4889 -2.4031
H -3.2205 -3.7641 -4.1562
H -2.8256 -2.0720 -4.3645
H -5.0675 -2.2918 -4.9328
H -5.1425 -1.5633 -3.3429
H -5.6929 -4.3755 -4.1007
H -6.1186 -1.8969 -1.5543
H -7.4600 -2.7585 -0.8843
H -7.3708 -5.4747 -3.0859
H -8.0667 -4.8303 -1.6620
*
```

The calculation puts the HOMO energy (spin up / spin down) at -13.09 / -13.09 eV. The gap between HOMO and LUMO (spin up / spin down) is 5.00 / 4.33 eV. The calculation puts the lowest unoccupied orbital energy (spin up / spin down) at -8.1 / -8.8 eV.

Here are the Löwdin charges for atoms 1 to 4, given in e: 1.542 0.008 -0.094 0.008

=====

# C39H31ClMgN3O4P

A molecular structure, C39H31ClMgN3O4P (ωB97M-V/def2-TZVPD, the OMol25 dataset).

Geometry as ORCA input:
```
! wB97M-V def2-TZVPD RIJCOSX def2/J DEFGRID3
* xyz -2 1
Mg -0.8432 -1.6518 1.1517
O -1.9784 -1.1988 2.6873
C -1.7375 -0.8075 3.8925
C -2.7967 -0.3050 4.6937
C -2.5941 0.1380 5.9817
C -1.3230 0.1049 6.5609
C -0.2758 -0.3860 5.8052
C -0.4435 -0.8416 4.4949
C 0.7275 -1.3485 3.8039
N 0.7168 -1.7739 2.6025
N 1.9135 -2.2821 2.1154
C 1.7802 -2.5439 0.8388
O 0.7330 -2.3441 0.1209
C 2.9669 -3.1557 0.1624
C 4.2171 -3.1919 0.7741
C 5.3004 -3.7536 0.1175
C 5.1487 -4.2890 -1.1567
C 3.9041 -4.2556 -1.7691
C 2.8193 -3.6890 -1.1133
H -3.7807 -0.2821 4.2395
H -3.4368 0.5204 6.5495
H -1.1598 0.4592 7.5709
H 0.7244 -0.4172 6.2272
H 1.6721 -1.3689 4.3525
H 4.3160 -2.7588 1.7599
H 6.2732 -3.7640 0.5954
H 5.9997 -4.7197 -1.6716
H 3.7774 -4.6651 -2.7647
H 1.8407 -3.6443 -1.5743
O -4.2150 -3.3952 0.0473
C -3.4874 -2.4250 -0.1455
O -2.2247 -2.3852 -0.0242
C -4.1559 -1.1328 -0.6552
C -5.4915 -1.2626 -1.0409
C -6.2116 -0.1996 -1.5510
C -5.5964 1.0401 -1.6749
C -4.2798 1.1858 -1.2788
C -3.5337 0.1187 -0.7670
P -1.7694 0.4820 -0.2834
C -2.0070 2.1321 0.4750
C -1.8867 3.3569 -0.1708
C -2.0853 4.5412 0.5252
C -2.4107 4.5131 1.8741
C -2.5326 3.2938 2.5261
C -2.3252 2.1129 1.8313
C -1.0519 0.8382 -1.9303
C -1.5818 0.2783 -3.0922
C -0.9576 0.4733 -4.3172
C 0.2016 1.2320 -4.3959
C 0.7416 1.7858 -3.2427
C 0.1261 1.5851 -2.0152
H -5.9366 -2.2411 -0.9199
H -7.2459 -0.3328 -1.8480
H -6.1384 1.8914 -2.0706
H -3.8146 2.1598 -1.3659
H -1.6193 3.3941 -1.2200
H -1.9727 5.4896 0.0126
H -2.5519 5.4400 2.4182
H -2.7606 3.2521 3.5842
H -2.3865 1.1630 2.3489
H -2.4826 -0.3205 -3.0400
H -1.3783 0.0237 -5.2093
H 0.6957 1.3787 -5.3495
H 1.6688 2.3449 -3.2889
H 0.5702 1.9816 -1.1053
Cl 1.2686 1.6075 1.3975
N 2.5286 -0.1510 -0.9442
C 3.4340 0.4607 -1.7392
C 3.9005 -0.1266 -2.9302
C 4.8152 0.5311 -3.7339
C 5.3014 1.7890 -3.3934
C 4.8464 2.3730 -2.2119
C 3.9351 1.7335 -1.3938
H 2.0909 0.3757 -0.1795
H 2.0325 -0.9638 -1.2688
H 3.5269 -1.1055 -3.2101
H 5.1522 0.0522 -4.6476
H 6.0150 2.2996 -4.0283
H 5.2082 3.3546 -1.9239
H 3.5708 2.1922 -0.4811
*
```

The calculation puts the HOMO energy at -2.36 eV. The gap between HOMO and LUMO is 6.89 eV. The calculation puts the lowest unoccupied orbital energy at 4.5 eV.

Here are the Löwdin charges for atoms 1 to 4, given in e: 0.584 -0.142 -0.374 -0.039